1.
Entry from OMol25: 4 unconnected molecules or ions with the total composition C20H47N5O3PS in a non-equilibrium geometry (ωB97M-V/def2-TZVPD).

ORCA input file:
```
! RIJCOSX wB97M-V def2-TZVPD def2/J DEFGRID3
* xyz 1 1
C 3.8501 0.4438 -1.1174
C 2.7344 1.2388 -0.3960
C 2.0974 2.1928 -1.4177
C 0.8676 2.9600 -0.8780
C -0.4340 2.1648 -1.0076
C -1.6373 2.9106 -0.9576
C -2.7995 2.1812 -1.0997
C -2.5999 0.8193 -1.2715
N -1.4394 0.2008 -1.2715
P -1.3304 -1.5890 -1.4652
S -0.0816 -2.1684 -2.7837
N -0.3054 0.8746 -1.1360
H 4.7192 0.3470 -0.4629
H 3.4925 -0.5461 -1.4099
H 4.1774 0.9619 -2.0244
H 2.0049 0.5393 0.0168
H 3.1531 1.8570 0.4039
H 2.8364 2.9337 -1.7377
H 1.7745 1.6724 -2.3283
H 0.7372 3.8720 -1.4710
H 1.0095 3.2314 0.1752
H -1.6683 3.9845 -0.8282
H -3.7816 2.6593 -1.0760
H -3.4816 0.1979 -1.4210
H -0.9069 -2.0211 -0.1907
H -2.6635 -1.9684 -1.7069
C -1.2344 -7.4372 -1.4531
C -0.1950 -6.3814 -1.8166
C 1.2349 -6.9328 -1.9196
O 1.8626 -7.1718 -0.6754
C 1.5329 -8.4074 -0.0630
N -0.2805 -5.2778 -0.8526
H -1.1982 -7.7076 -0.3981
H -2.2386 -7.0614 -1.6520
H -1.0964 -8.3442 -2.0442
H -0.4623 -5.9918 -2.8039
H 1.8513 -6.1765 -2.4144
H 1.2729 -7.8293 -2.5507
H 1.3794 -9.1991 -0.8012
H 0.6463 -8.3053 0.5668
H 2.3649 -8.6911 0.5807
H 0.3450 -4.5342 -1.1537
H 0.1318 -5.6039 0.0186
C 6.9041 -0.7098 4.5471
C 6.9169 -0.6715 3.0222
C 6.2222 0.5660 2.4328
O 4.8041 0.5144 2.4549
C 4.2162 0.8848 3.6891
N 6.3379 -1.9184 2.5126
H 5.9303 -0.9940 4.9460
H 7.6236 -1.4434 4.9100
H 7.1773 0.2602 4.9680
H 7.9639 -0.6313 2.7082
H 6.4932 0.6303 1.3748
H 6.5803 1.4899 2.9041
H 4.7837 1.6728 4.1911
H 4.1151 0.0190 4.3468
H 3.2125 1.2591 3.4806
H 6.4361 -1.9400 1.5009
H 5.3327 -1.8706 2.6583
C -5.3287 5.9241 -0.3712
C -6.2163 4.9922 -1.1913
C -7.6180 5.5579 -1.4640
O -8.4989 5.4872 -0.3628
C -8.3657 6.5344 0.5851
N -6.2814 3.6844 -0.5214
H -5.5979 5.9296 0.6843
H -4.2857 5.6050 -0.4327
H -5.3835 6.9479 -0.7438
H -5.7292 4.8542 -2.1622
H -8.0797 4.9477 -2.2452
H -7.5672 6.5812 -1.8556
H -8.1029 7.4828 0.1090
H -7.6250 6.2786 1.3463
H -9.3259 6.6529 1.0852
H -6.7941 3.0394 -1.1177
H -6.8832 3.7910 0.2917
*
```

Table of Löwdin atomic charges, one value per atom, all in e: C -0.08; C -0.25; C -0.22; C -0.12; C -0.21; C 0.08; C 0.04; C -0.06; N -0.24; P 0.40; S 0.23; N 0.15; H 0.06; H 0.07; H 0.07; H 0.09; H 0.10; H 0.12; H 0.11; H 0.12; H 0.13; H 0.14; H 0.11; H 0.13; H 0.00; H 0.01; C -0.07; C -0.43; C -0.21; O -0.19; C -0.10; N 0.03; H 0.07; H 0.07; H 0.08; H 0.13; H 0.12; H 0.12; H 0.09; H 0.07; H 0.09; H 0.02; H 0.07; C -0.07; C -0.43; C -0.21; O -0.21; C -0.10; N 0.04; H 0.06; H 0.08; H 0.08; H 0.14; H 0.11; H 0.12; H 0.09; H 0.08; H 0.08; H 0.07; H 0.07; C -0.07; C -0.43; C -0.21; O -0.19; C -0.10; N 0.03; H 0.07; H 0.06; H 0.08; H 0.13; H 0.12; H 0.12; H 0.09; H 0.08; H 0.09; H 0.08; H 0.07

=====

2.
Entry from OMol25: 3 unconnected molecules or ions with the total composition C20H48BFN2O7PS in a non-equilibrium geometry (ωB97M-V/def2-TZVPD).

ORCA input file:
```
! RIJCOSX wB97M-V def2-TZVPD def2/J DEFGRID3
* xyz -1 1
N -0.2304 0.5559 0.5370
C -0.8181 0.7557 -0.6233
O -1.4662 1.2283 -1.8387
P -1.4410 2.9505 -2.0464
C 0.3510 3.1605 -1.3962
C 1.0386 4.6080 -1.8877
C 2.3201 4.8202 -0.8332
O 2.7565 6.2302 -0.9264
C -2.2448 3.3104 -0.3373
C -3.6374 2.5037 -0.0369
C -4.9784 3.4775 0.0782
C -6.1644 3.0020 -1.0000
N -7.0260 4.1786 -1.3980
O -3.0624 2.9861 -2.7721
B -3.3768 4.3933 -3.2092
O -3.0791 4.8288 -4.6196
O -4.0222 5.4091 -2.3551
S -0.7184 2.5644 -4.0680
O 0.3568 1.4085 -4.1022
O -0.2030 3.8639 -4.7780
F -1.9918 1.9713 -5.1126
H -1.4339 4.3955 -2.2689
H 0.4645 3.1767 -0.2343
H 1.1163 2.3465 -1.8008
H 0.3399 5.5282 -1.7123
H 1.5247 4.5425 -2.9492
H 3.2192 4.0890 -1.1121
H 1.9937 4.6409 0.2995
H 1.9244 6.7520 -0.6437
H -2.5303 4.4704 -0.3258
H -1.5391 3.1545 0.5793
H -3.8175 1.5571 -0.7370
H -3.5216 2.0337 1.0553
H -4.7390 4.6207 0.0233
H -5.4757 3.3058 1.1502
H -6.8817 2.2540 -0.4075
H -5.7235 2.3815 -1.8882
H -6.5656 5.0779 -1.1373
H -7.3263 4.1512 -2.3967
H -2.9716 5.8246 -4.5202
H -3.3684 5.9038 -1.7799
C -1.5225 -3.1773 0.8807
C -1.6568 -2.5452 2.2564
C -0.3089 -2.2704 2.9285
C 0.5429 -3.5127 3.2156
C -0.1274 -4.5743 4.0920
C -0.4633 -4.0732 5.4874
H -1.0354 -4.1551 0.9312
H -2.5115 -3.3219 0.4364
H -0.9415 -2.5346 0.2122
H -2.2816 -3.1785 2.8950
H -2.1922 -1.5930 2.1523
H -0.4856 -1.7243 3.8618
H 0.2732 -1.5931 2.2912
H 1.4737 -3.1896 3.6992
H 0.8432 -3.9771 2.2690
H 0.5533 -5.4299 4.1830
H -1.0334 -4.9549 3.6091
H 0.4383 -3.7344 6.0070
H -0.9108 -4.8793 6.0784
H -1.1791 -3.2472 5.4600
C 6.6312 -5.5542 -0.4528
C 6.3703 -4.1216 -0.0171
C 5.3072 -4.0081 1.0789
C 3.9079 -4.4954 0.6842
C 3.2954 -3.8003 -0.5348
C 3.0812 -2.3094 -0.3285
H 5.7385 -6.0136 -0.8862
H 7.4182 -5.5777 -1.2119
H 6.9591 -6.1648 0.3941
H 6.0914 -3.5158 -0.8859
H 7.3073 -3.6965 0.3641
H 5.2519 -2.9649 1.4091
H 5.6379 -4.5817 1.9537
H 3.2391 -4.3589 1.5437
H 3.9362 -5.5750 0.4957
H 2.3253 -4.2658 -0.7491
H 3.9155 -3.9642 -1.4222
H 2.4218 -2.1252 0.5251
H 2.6145 -1.8706 -1.2167
H 4.0248 -1.7842 -0.1577
*
```

Table of Löwdin atomic charges, one value per atom, all in e: N 0.12; C -0.19; O -0.26; P 0.49; C -0.31; C -0.19; C -0.26; O -0.18; C -0.26; C -0.22; C -0.18; C -0.28; N -0.07; O -0.23; B -0.60; O 0.04; O 0.03; S 0.83; O -0.43; O -0.41; F -0.29; H 0.02; H 0.07; H 0.11; H 0.10; H 0.12; H 0.14; H 0.12; H 0.10; H 0.09; H 0.08; H 0.12; H 0.10; H 0.09; H 0.10; H 0.11; H 0.11; H 0.05; H 0.06; H 0.11; H 0.11; C -0.11; C -0.27; C -0.23; C -0.23; C -0.28; C -0.12; H 0.06; H 0.07; H 0.06; H 0.09; H 0.10; H 0.10; H 0.08; H 0.11; H 0.09; H 0.10; H 0.10; H 0.07; H 0.07; H 0.07; C -0.12; C -0.28; C -0.23; C -0.23; C -0.27; C -0.10; H 0.07; H 0.07; H 0.07; H 0.10; H 0.10; H 0.10; H 0.11; H 0.09; H 0.10; H 0.10; H 0.10; H 0.07; H 0.08; H 0.07

=====

The records above give, respectively, gap between HOMO and LUMO values of 5.9 8.9 eV.
The records above give, respectively, calculated total energy values of -55210.28432 -62346.82047 eV.
The records above give, respectively, highest occupied orbital energy values of -10.789 -6.542 eV.